Entry 1:
Below is a structure of composition CH5NOSi at a distorted geometry, with properties calculated with ωB97M-V/def2-TZVPD.

Output
**Molar mass**: 75.1 Da
**Relative energy (zero: lowest compared OMol25 entry of this formula, charge and spin)**: 89.0 kcal per mole
**Kohn-Sham gap (spin up / spin down)**: 7.88 / 9.64 eV
**LUMO level (spin up / spin down)**: -1.08 / 0.16 eV
**Strongest force on any atom**: 3.53 eV/A
**E_HOMO (spin up / spin down)**: -8.9564 / -9.4855 eV
**Calculated total energy**: -460.42018 Eh

```
! wB97M-V def2-TZVPD RIJCOSX def2/J DEFGRID3
* xyz 0 1
C -0.88876 -0.83954 0.38830
N 1.81757 0.18713 -0.46788
O 2.41479 -0.45094 0.43826
Si 0.30469 0.62722 0.22390
H -0.39491 -1.81343 0.44309
H -1.93515 -0.80342 0.23683
H 0.84661 1.25646 1.43335
H 1.93798 -0.26774 -1.43970
H 0.17913 1.77395 -0.70074
*
```

Entry 2:
Below is a structure of composition C24H29Br6N7O14 at a distorted geometry, with properties calculated with ωB97M-V/def2-TZVPD.

Output
**Molar mass**: 1119.0 Da
**Relative energy (zero: lowest compared OMol25 entry of this formula, charge and spin)**: 0.0 kcal per mole
**Kohn-Sham gap**: 9.11 eV
**LUMO level**: -0.85 eV
**Strongest force on any atom**: 4.02 eV/A
**E_HOMO**: -9.9622 eV
**Calculated total energy**: -17811.86864 Eh

```
! wB97M-V def2-TZVPD RIJCOSX def2/J DEFGRID3
* xyz 0 1
C -0.63371 -6.12794 -5.51158
N -1.58133 -5.90250 -4.38813
O -2.07047 -6.85716 -3.76550
O -1.73128 -4.73523 -4.07230
H -1.04799 -7.04674 -5.92664
H 0.26399 -6.55684 -5.06629
H -0.42404 -5.32782 -6.22147
C 0.63274 -6.38388 0.78377
N -0.10984 -5.61978 1.81546
O -0.14128 -6.12084 2.97521
O -0.76183 -4.62693 1.45857
H 0.96447 -5.74660 -0.03594
H -0.02483 -7.20630 0.50213
H 1.51083 -6.82938 1.25130
C -3.97172 -0.76251 -9.37376
N -2.72051 -1.53437 -9.73543
O -1.61592 -0.96393 -9.74640
O -2.84980 -2.67117 -10.07371
H -4.82093 -1.43574 -9.49077
H -4.02623 0.10675 -10.02914
H -3.81424 -0.42171 -8.35045
C -7.05005 6.35878 -4.36907
N -7.67644 5.99890 -5.63333
O -7.10514 5.39407 -6.54493
O -8.85617 6.21569 -5.81230
H -6.44505 5.52809 -4.00571
H -7.79948 6.59504 -3.61366
H -6.39936 7.22105 -4.51466
C 4.01727 -1.78243 5.74833
C 3.21192 -0.75996 5.28028
C 3.77201 0.26683 4.49551
C 5.06193 0.14914 3.99057
C 5.82470 -0.91599 4.37035
C 5.32711 -1.90253 5.31228
N 5.54815 1.10139 2.96493
O 6.75532 1.20841 2.77277
O 4.71993 1.80108 2.33981
H 3.53642 -2.52718 6.36521
H 2.20702 -0.48267 5.56255
H 3.17356 1.10696 4.17545
H 6.85474 -0.97949 4.05193
H 5.95208 -2.72207 5.63504
C -5.83262 3.56425 7.09090
C -5.24419 2.41296 6.51642
C -4.69113 1.37981 7.37821
C -4.71859 1.50945 8.74363
C -5.25969 2.68628 9.31016
C -5.90113 3.65190 8.49476
N -4.03216 0.46375 9.56281
O -3.82152 0.65088 10.75080
O -3.57293 -0.49951 9.01223
H -6.34807 4.29089 6.48041
H -5.21468 2.27481 5.44570
H -4.25313 0.52214 6.88937
H -5.23412 2.80680 10.38311
H -6.35550 4.51391 8.96047
C 7.64402 1.35299 -3.67515
C 8.24318 0.19929 -3.19242
C 9.53695 0.27861 -2.72517
C 10.14383 1.57494 -2.64686
C 9.44790 2.69774 -3.14069
C 8.18102 2.62494 -3.63925
N 11.48990 1.81899 -2.08538
O 12.30568 0.86469 -2.15735
O 11.73947 2.79566 -1.40577
H 6.63591 1.26741 -4.05304
H 7.71710 -0.74361 -3.21638
H 9.94543 -0.67220 -2.41612
H 9.89400 3.67254 -3.00976
H 7.65961 3.45859 -4.08596
C -1.29342 1.10188 -1.13511
Br -1.72363 2.07032 -2.83116
Br -1.49246 2.37394 0.35909
Br 0.51918 0.42291 -1.31234
H -1.94517 0.23526 -1.02429
C -8.07076 -0.36880 -0.65943
Br -7.16927 -1.19420 0.88843
Br -7.07124 -0.70740 -2.43271
Br -8.52852 1.50525 -0.30940
H -8.98559 -0.96095 -0.68283
*
```

Entry 3:
Below is a structure of composition C41H35ClN2RuSi2 at a distorted geometry, with properties calculated with ωB97M-V/def2-TZVPD.

Output
**Molar mass**: 748.4 Da
**Relative energy (zero: lowest compared OMol25 entry of this formula, charge and spin)**: 0.0 kcal per mole
**Kohn-Sham gap (spin up / spin down)**: 6.23 / 5.31 eV
**<S²>**: 6.025
**LUMO level (spin up / spin down)**: -6.29 / -7.75 eV
**Strongest force on any atom**: 4.64 eV/A
**E_HOMO (spin up / spin down)**: -12.5257 / -13.0602 eV
**Calculated total energy**: -2826.36832 Eh

```
! wB97M-V def2-TZVPD RIJCOSX def2/J DEFGRID3
* xyz 2 5
C -0.18542 2.78984 3.71829
C 0.90435 2.92232 2.76275
C 0.33419 3.25054 1.48693
H 1.96201 2.81686 2.98829
C -1.08144 3.40297 1.65096
C -1.40905 3.15926 3.02640
H -2.38430 3.25586 3.49381
H -0.08984 2.58817 4.77796
H 0.88406 3.39686 0.55772
H -1.79144 3.67262 0.86624
Ru -0.51668 1.29631 2.32831
Si 0.76095 -0.21043 -3.28756
C 1.76272 -1.71627 -3.74059
C 1.11616 -2.94195 -3.95810
H 0.04878 -3.04411 -3.73321
C 1.84027 -4.02787 -4.46132
H 1.33013 -4.97347 -4.65649
C 3.21325 -3.89427 -4.71618
H 3.76679 -4.72523 -5.15719
C 3.87449 -2.70703 -4.37210
H 4.95794 -2.62972 -4.49508
C 3.15579 -1.61920 -3.86947
H 3.65893 -0.69200 -3.57878
C -0.69500 -0.17986 -4.45850
C -0.41122 0.10266 -5.80507
H 0.62341 0.28460 -6.09822
C -1.44795 0.13810 -6.74149
H -1.21818 0.33818 -7.78857
C -2.76739 -0.09441 -6.34692
H -3.57500 -0.07200 -7.08055
C -3.05070 -0.38485 -5.00588
H -4.07544 -0.58078 -4.68508
C -2.01206 -0.44808 -4.06935
H -2.22188 -0.70130 -3.02521
H 1.56203 0.99021 -3.58982
Si 0.00259 -0.70276 -0.95090
C -0.81433 1.01689 -1.19875
C -0.13654 2.14630 -1.69405
H 0.95396 2.18036 -1.73042
C -0.84369 3.21992 -2.23459
H -0.29599 4.04844 -2.67291
C -2.23691 3.20560 -2.25439
H -2.78178 4.00853 -2.74339
C -2.91488 2.16543 -1.62589
H -4.00315 2.15251 -1.60308
C -2.20603 1.11789 -1.03712
H -2.74559 0.33815 -0.49954
C 1.82002 -0.65614 -0.44841
C 2.51106 0.53489 -0.18462
H 1.96954 1.48218 -0.15322
C 3.90486 0.52985 -0.04074
H 4.43465 1.47691 0.09501
C 4.60944 -0.67429 -0.08858
H 5.69757 -0.68292 0.02673
C 3.91465 -1.88121 -0.24301
H 4.46157 -2.82729 -0.29617
C 2.52115 -1.87041 -0.36429
H 1.96822 -2.80844 -0.48059
H -0.70242 -1.98037 -1.14725
Cl -0.82304 -0.91313 1.14588
C -4.42330 0.01437 3.95706
C -3.43553 0.47927 3.08435
N -2.13540 0.35785 3.39542
C -1.77047 -0.35877 4.49108
C -2.71110 -0.80252 5.45479
C -4.07239 -0.58594 5.16158
C -2.16784 -1.33414 6.67353
C -0.80294 -1.47462 6.86780
C 0.15795 -1.11215 5.86095
C 1.56077 -1.21295 5.95341
C 2.34861 -0.82677 4.87542
C 1.76439 -0.25823 3.73929
N 0.44038 -0.02154 3.70421
C -0.36211 -0.53618 4.67730
H -5.46189 0.15742 3.67283
H -3.66038 0.95823 2.12812
H -4.82392 -0.86782 5.89404
H -2.86935 -1.60170 7.46792
H -0.42224 -1.86286 7.81497
H 1.99846 -1.59595 6.87280
H 3.43121 -0.93773 4.89066
H 2.32893 0.03331 2.84983
*
```